Entry i
Molecular formula: C3H9N2P
Method: DFT, the ωB97M-V functional and the def2-TZVPD basis

```
! wB97M-V def2-TZVPD RIJCOSX def2/J DEFGRID3
* xyz 0 1
P 1.16 1.51 -0.24
N 1.39 -0.06 -0.61
N -0.39 1.71 0.49
C -1.19 -0.45 -0.35
C -1.52 0.94 -0.09
C 1.76 -1.05 0.33
H 1.99 -2.01 -0.20
H -2.19 1.02 0.70
H 0.84 1.73 -1.48
H -2.06 1.38 -1.03
H -0.39 1.55 1.53
H -0.94 -0.96 0.54
H 1.04 -1.36 1.07
H -1.30 -0.97 -1.24
H 2.73 -0.62 0.74
*
```


Entry ii
Molecular formula: C3H9N2P
Method: DFT, the ωB97M-V functional and the def2-TZVPD basis

```
! wB97M-V def2-TZVPD RIJCOSX def2/J DEFGRID3
* xyz 0 1
P -0.40 -2.58 -0.46
N 1.22 -2.02 -0.68
N 0.53 1.67 0.33
C 1.69 2.07 0.11
C -1.92 1.50 0.48
C -0.50 1.08 0.37
H -2.64 0.70 0.33
H -0.18 -3.88 -0.87
H 1.69 -2.95 -0.86
H -2.14 1.84 1.52
H -0.72 -3.01 0.91
H -2.18 2.40 -0.06
H 2.22 2.07 -0.80
H 2.22 2.34 1.01
H 1.11 -1.23 -1.33
*
```


Stability check: which of them is least stable? entry i.


Entry i
Molecular formula: C5H7N3O2
Method: DFT, the ωB97M-V functional and the def2-TZVPD basis

```
! wB97M-V def2-TZVPD RIJCOSX def2/J DEFGRID3
* xyz 0 1
O -2.77 -1.28 1.06
O -2.08 1.13 0.01
N 1.47 0.99 -0.74
N -2.17 0.07 -0.75
N 0.59 0.74 0.26
C 0.87 -0.49 0.79
C -0.28 1.55 0.80
C -2.55 -1.09 -0.11
C 2.21 -0.04 -0.90
C 1.94 -1.01 0.10
H -2.75 -1.76 -1.01
H 0.30 -0.96 1.48
H -0.49 1.43 1.82
H 2.58 -1.96 0.24
H -0.39 2.49 0.21
H 2.80 -0.02 -1.77
H -2.31 0.21 -1.75
*
```


Entry ii
Molecular formula: C5H7N3O2
Method: DFT, the ωB97M-V functional and the def2-TZVPD basis

```
! wB97M-V def2-TZVPD RIJCOSX def2/J DEFGRID3
* xyz 0 1
O 1.72 2.90 0.25
O 1.05 2.02 2.25
N -0.38 2.03 0.62
N -2.33 0.32 1.45
N -0.57 0.99 -0.04
C -2.96 0.52 2.45
C -1.75 0.31 0.30
C 1.06 2.42 1.09
C 0.44 0.47 -0.90
C 1.31 -0.40 0.01
H -2.96 0.24 3.42
H 2.29 -0.90 -0.49
H 0.62 -1.28 0.33
H -2.17 -0.44 -0.41
H 0.79 1.35 -1.40
H 1.55 0.26 0.87
H -0.14 -0.30 -1.57
*
```


Entry iii
Molecular formula: C5H7N3O2
Method: DFT, the ωB97M-V functional and the def2-TZVPD basis

```
! wB97M-V def2-TZVPD RIJCOSX def2/J DEFGRID3
* xyz 0 1
O 2.53 -2.01 -0.93
O -2.96 1.26 1.39
N -1.09 0.10 2.02
N 0.04 -0.37 1.37
N -1.35 0.55 -0.08
C 3.24 -1.17 -0.07
C -0.23 -0.22 0.13
C -1.89 0.79 1.18
C 2.35 -0.69 -1.16
C -2.13 0.99 -1.20
H 2.65 -1.18 0.85
H -2.81 0.21 -1.33
H 2.49 -0.19 -2.13
H -2.73 1.83 -1.01
H -1.54 1.05 -2.10
H 4.33 -1.32 0.04
H -0.91 0.36 3.02
*
```


Stability check: which of them is least stable? entry iii.


Entry i
Molecular formula: H4O2Rb
Method: DFT, the ωB97M-V functional and the def2-TZVPD basis

```
! wB97M-V def2-TZVPD RIJCOSX def2/J DEFGRID3
* xyz 1 1
Rb -5.35 -23.38 -8.61
O -5.94 -25.03 -11.15
O -7.00 -21.33 -7.55
H -6.34 -25.27 -11.99
H -7.25 -21.40 -6.62
H -6.64 -25.19 -10.50
H -7.75 -20.93 -8.01
*
```


Entry ii
Molecular formula: H4O2Rb
Method: DFT, the ωB97M-V functional and the def2-TZVPD basis

```
! wB97M-V def2-TZVPD RIJCOSX def2/J DEFGRID3
* xyz 1 1
Rb -2.33 -1.08 0.11
O 0.09 1.07 1.09
O 0.32 -0.84 -1.23
H 0.91 1.35 1.50
H -0.07 0.20 1.45
H 0.76 -0.74 -2.08
H 0.32 0.03 -0.85
*
```


Stability check: which of them is least stable? entry ii.